Computed, not measured: C36H75CrO21S9 as an isolated structure at a distorted geometry, with ωB97M-V with the def2-TZVPD basis set.

```
142
Properties=species:S:1:pos:R:3:forces:R:3
Cr -2.316 2.198 0.352 0.544 -1.164 -1.172
O -1.279 2.616 1.759 -1.121 1.229 2.147
H -1.991 3.135 2.233 1.425 -0.260 -0.349
O -3.350 3.814 0.402 -0.677 -0.823 0.027
H -4.180 3.327 0.241 -0.070 0.927 0.083
O -1.365 0.459 0.229 -1.474 0.011 0.240
H -0.617 0.715 -0.284 1.124 0.051 -0.742
C 1.669 3.258 -4.900 0.765 0.299 0.825
C 3.019 2.558 -4.455 -0.716 0.760 -0.660
C 2.645 1.354 -3.662 0.116 -1.058 1.970
S 1.005 0.812 -4.071 -0.740 0.389 1.140
O 0.156 0.952 -2.892 0.225 0.029 -0.170
O 0.907 -0.449 -4.745 0.283 -0.597 -0.574
C 0.682 2.123 -5.179 0.850 0.647 -0.744
H 1.745 3.912 -5.768 0.341 -0.310 -0.216
H 1.410 3.968 -4.095 -0.424 -0.740 -0.072
H 3.619 3.223 -3.823 -0.003 -0.118 -0.456
H 3.596 2.163 -5.288 0.130 0.591 -0.332
H 2.571 1.540 -2.576 0.052 0.052 -0.422
H 3.337 0.530 -3.766 0.051 -0.266 -0.088
H -0.349 2.356 -5.159 -1.104 0.337 0.176
H 0.919 1.719 -6.156 -0.017 -0.170 -0.312
C 1.980 1.371 1.750 0.784 -1.284 -1.481
C 1.542 1.984 3.015 -2.024 -0.864 2.378
C 1.845 3.435 3.083 0.182 1.381 -0.734
S 2.723 3.847 1.526 -0.210 0.350 1.034
O 4.138 3.782 1.828 -0.110 -0.390 -0.392
O 2.214 5.075 0.957 -0.103 -0.171 -0.093
C 2.131 2.396 0.659 -0.635 0.972 0.400
H 1.290 0.589 1.367 0.487 0.298 0.407
H 2.969 0.983 1.950 0.209 -0.648 -0.314
H 1.900 1.417 3.881 0.625 0.144 -0.096
H 0.460 1.865 3.155 0.182 0.291 -0.491
H 2.431 3.825 3.899 0.520 -0.222 0.203
H 0.928 3.999 3.090 -0.367 0.335 -0.285
H 2.808 2.112 -0.122 0.222 -0.020 -0.312
H 1.145 2.677 0.290 0.038 0.148 -0.287
C -1.814 6.743 -1.320 -0.208 0.308 0.567
C -2.918 5.962 -2.143 2.021 0.579 -0.055
C -2.072 4.749 -2.559 -1.173 -0.523 -1.854
S -0.783 4.457 -1.383 0.263 -2.087 0.000
O 0.544 4.650 -1.926 -0.805 0.262 -0.042
O -0.960 3.094 -0.828 0.176 0.431 -0.363
C -1.203 5.721 -0.282 0.569 1.469 -1.209
H -2.303 7.534 -0.779 0.044 0.484 0.338
H -0.979 7.199 -1.907 -0.860 -0.503 0.054
H -3.272 6.508 -3.041 0.387 -0.173 0.558
H -3.789 5.748 -1.523 0.359 -0.333 0.104
H -1.571 4.935 -3.524 0.002 0.150 0.415
H -2.674 3.855 -2.737 0.318 -0.135 0.434
H -0.229 5.985 0.149 -0.372 0.315 0.186
H -1.951 5.415 0.408 -0.462 -0.500 0.626
C 7.074 -0.410 0.860 0.406 -2.094 -2.453
C 7.158 -1.267 -0.526 0.481 -0.613 1.493
C 5.740 -1.459 -1.012 -0.411 0.112 0.549
S 5.080 0.146 -0.852 2.200 1.230 -0.117
O 3.734 0.134 -0.406 -2.022 -0.236 0.360
O 5.458 0.935 -2.004 -0.478 -0.097 -0.425
C 6.183 0.699 0.459 -1.223 1.033 0.977
H 8.066 -0.040 1.050 0.326 -0.035 0.527
H 6.707 -1.084 1.620 -0.092 0.141 0.406
H 7.470 -2.309 -0.347 0.717 0.594 0.043
H 7.818 -0.748 -1.244 -0.428 -0.379 0.203
H 5.142 -2.115 -0.335 0.530 0.238 -0.725
H 5.659 -1.699 -2.057 -0.204 -0.488 -0.302
H 5.558 1.133 1.254 0.200 -0.196 -0.170
H 6.797 1.477 0.049 -0.016 0.555 -0.457
C -1.835 0.480 4.279 0.795 -0.067 0.268
C -2.052 -1.007 3.942 0.309 1.468 -0.242
C -2.954 -1.025 2.737 -1.353 -1.042 -0.325
S -3.996 0.409 2.773 0.723 1.110 1.211
O -5.373 0.231 3.120 -0.530 -0.828 -0.331
O -3.774 1.179 1.552 0.074 0.211 -0.072
C -3.208 1.075 4.270 -0.238 0.378 -0.830
H -1.138 0.937 3.574 -0.497 0.050 -0.333
H -1.356 0.608 5.245 -0.082 -0.106 0.294
H -2.516 -1.491 4.778 -0.065 -0.520 0.425
H -1.109 -1.428 3.665 0.487 -0.633 0.148
H -3.725 -1.783 2.877 0.256 -0.567 -0.565
H -2.439 -1.056 1.780 0.011 0.026 -0.156
H -3.782 0.753 5.143 -0.227 -0.051 -0.327
H -3.319 2.133 4.133 0.289 0.748 0.258
C 1.825 -2.557 4.275 -0.589 1.114 -0.724
C 1.434 -1.900 2.904 0.742 -1.303 0.210
C 2.727 -2.064 2.111 0.170 -0.755 -0.556
S 4.079 -1.712 3.246 -1.753 -0.138 -0.473
O 4.521 -0.384 3.081 0.797 2.359 -0.244
O 5.064 -2.736 3.217 0.566 -1.276 0.104
C 3.037 -1.787 4.694 1.941 -0.993 0.537
H 2.000 -3.614 4.135 0.061 -0.251 0.077
H 1.097 -2.373 5.032 -0.909 -0.300 0.482
H 1.138 -0.852 2.959 -0.096 -0.120 0.237
H 0.686 -2.507 2.389 -0.306 0.312 0.125
H 2.761 -1.497 1.183 0.469 0.337 0.224
H 2.875 -3.124 1.847 -0.147 0.258 0.014
H 2.780 -0.774 4.953 0.039 0.405 0.184
H 3.720 -2.249 5.442 -0.821 0.310 -0.129
C -0.358 -2.480 -1.451 1.280 0.744 0.030
C -0.198 -3.006 -2.903 -1.567 -0.089 1.121
C 1.096 -3.719 -2.930 1.335 -1.518 0.241
S 2.289 -2.784 -2.017 -1.302 1.402 0.157
O 2.972 -1.875 -2.873 0.869 0.933 -1.030
O 3.103 -3.606 -1.179 0.197 -0.942 0.850
C 1.015 -1.841 -1.124 0.226 -0.486 -0.691
H -0.562 -3.328 -0.786 -0.115 0.233 0.047
H -1.012 -1.620 -1.258 -0.531 -0.660 -0.268
H -0.209 -2.221 -3.631 0.015 0.597 -0.342
H -1.009 -3.707 -3.131 0.074 0.142 -0.106
H 1.458 -3.914 -3.932 0.256 -0.134 -0.061
H 1.150 -4.626 -2.302 -0.646 -0.121 -0.590
H 1.080 -0.856 -1.595 -0.081 -0.019 0.284
H 1.277 -1.795 -0.089 -0.013 0.085 0.533
C -3.885 -1.016 -1.434 -1.744 -0.302 0.101
C -5.420 -0.891 -1.835 1.207 -1.358 -1.048
C -5.617 0.483 -2.417 0.002 1.331 -0.673
S -3.945 1.050 -2.806 0.154 1.451 1.594
O -3.556 1.878 -1.645 -0.101 -0.506 -0.539
O -3.753 1.635 -4.096 -0.310 0.221 -0.574
C -3.186 -0.488 -2.656 0.991 -0.042 0.380
H -3.633 -2.065 -1.247 0.024 0.309 0.220
H -3.704 -0.356 -0.572 0.348 -0.601 -0.183
H -6.102 -1.154 -1.062 -0.447 0.250 0.933
H -5.610 -1.652 -2.596 0.104 0.003 -0.183
H -5.938 1.140 -1.616 -0.196 0.398 -0.206
H -6.179 0.691 -3.361 0.038 -0.741 0.927
H -2.117 -0.290 -2.519 -0.085 -0.141 -0.237
H -3.437 -1.025 -3.567 0.262 -0.261 -0.067
C -3.154 -4.815 1.732 -0.343 0.423 0.398
C -3.126 -5.112 0.251 2.232 1.731 -0.400
C -4.243 -6.043 0.054 -0.482 -0.485 -1.276
S -4.113 -7.208 1.369 2.317 -1.065 -0.889
O -3.244 -8.290 0.956 -0.557 0.138 -0.114
O -5.378 -7.456 1.933 -1.953 -0.433 0.820
C -3.153 -6.182 2.409 0.548 0.858 1.102
H -4.131 -4.328 1.893 0.528 0.256 0.510
H -2.290 -4.241 2.085 -0.474 0.257 -0.064
H -2.089 -5.370 -0.024 -0.513 -1.026 -0.015
H -3.248 -4.244 -0.401 -0.360 0.349 0.355
H -4.132 -6.572 -0.896 -0.664 -0.040 0.128
H -5.161 -5.443 0.181 0.062 -0.699 -0.318
H -2.125 -6.531 2.517 -0.184 -0.360 -0.304
H -3.601 -6.200 3.399 -0.122 0.137 0.055
```
Forces are in eV/Å.

Summary:
- HOMO-LUMO gap (alpha / beta): 8.36 / 9.06 eV
- DFT total energy: -207481.933 eV
- Net charge: 0
- Spin multiplicity: 4
- HOMO energy (alpha / beta): -8.512 / -9.211 eV
- Max |F|: 3.25 eV/Å